{"formula": "C5H13NO", "method": "ωB97M-V with the def2-TZVPD basis set", "elements": ["H", "H", "H", "H", "H", "N", "H", "O", "H", "C", "H", "H", "C", "H", "H", "C", "H", "H", "C", "C"], "positions_angstrom": [[-2.00210, 1.54459, -1.34229], [0.95036, 0.02040, 2.38882], [-0.92266, -2.03602, 0.88690], [1.51526, 1.18664, -0.92751], [0.74542, -2.05007, 0.18882], [-1.11334, 1.80412, -0.90518], [-1.59935, -0.52031, -1.98670], [2.46377, 1.31874, -0.75395], [-0.09111, -1.63115, -2.01415], [-0.55712, -0.66987, -1.72696], [-0.65578, 1.27437, 1.12533], [-1.61616, 2.57339, -0.43943], [-0.51943, -0.39744, -0.17149], [1.44571, -1.61484, 2.31508], [-0.19782, -1.26796, 2.87993], [0.53438, -1.03643, 2.10308], [-0.05985, 0.06474, -2.38203], [2.52134, 2.04699, -0.12231], [-0.84022, 0.84771, 0.14738], [-0.00131, -1.45760, 0.73665]], "forces_ev_per_angstrom": [[0.545, -0.973, -0.914], [-1.200, -1.431, -1.405], [0.560, -0.715, 0.199], [0.357, 0.191, 0.211], [-0.355, 0.075, 0.197], [-2.220, 0.859, 1.211], [-0.271, -0.847, -0.554], [-0.233, -0.011, -0.019], [-0.848, 0.195, 0.294], [0.256, -0.169, 1.067], [-0.284, -0.117, 0.144], [1.223, 0.482, 0.245], [1.192, 0.813, -2.452], [-0.443, -0.234, 0.071], [0.156, 0.034, 0.033], [1.355, 1.003, 1.494], [0.182, 0.185, 0.808], [-0.167, -0.186, -0.188], [0.740, 0.291, -0.230], [-0.545, 0.556, -0.213]], "mulliken_charge": [0.257, 0.287, 0.270, 0.350, 0.339, -0.563, 0.324, -0.670, 0.356, -1.388, 0.375, 0.260, 0.293, 0.324, 0.307, -1.204, 0.361, 0.312, -0.222, -0.366], "homo_ev": -8.53, "charge": 0, "spin_multiplicity": 1, "molar_mass_g_mol": 103.16}

=====

{"formula": "C5H13NO", "method": "ωB97M-V with the def2-TZVPD basis set", "elements": ["H", "C", "H", "H", "H", "H", "C", "O", "H", "H", "H", "C", "H", "H", "H", "H", "C", "N", "H", "C"], "positions_angstrom": [[2.82267, 2.55979, 0.15969], [-0.33923, -0.18183, 0.79219], [1.72742, -1.85478, 2.85318], [-0.67536, 0.78334, -2.49347], [2.51645, -0.52521, 1.88385], [0.31673, -2.18293, 1.10085], [0.40598, -1.08844, 1.44137], [3.11808, 1.80911, -0.33249], [-2.21249, 1.31679, -0.51305], [-1.24546, -0.71044, -2.76264], [-1.04315, -1.59231, -0.48315], [-1.59317, 0.24532, -2.40480], [1.47307, -0.17510, 3.10113], [-3.06087, -0.02519, -0.99561], [2.29978, 1.47987, -0.69385], [-0.34450, 0.84146, 1.04810], [1.56914, -0.88347, 2.34880], [-1.31719, -0.65179, -0.11566], [-2.39901, 0.56897, -3.01079], [-2.01887, 0.26684, -0.92365]], "forces_ev_per_angstrom": [[-0.028, 0.859, 0.614], [-0.513, -2.782, 0.106], [0.393, 0.557, -0.154], [0.438, 1.168, -0.518], [-0.524, -0.746, -0.272], [-0.141, 1.676, 0.463], [0.524, -0.936, -1.225], [0.359, -0.430, -0.265], [1.325, -1.330, -0.228], [-0.515, -0.893, 0.236], [-0.800, 1.565, 0.119], [1.026, 0.100, 1.322], [-0.884, 1.415, 1.579], [-0.535, -0.521, 0.319], [-0.345, -0.468, -0.319], [-0.026, 1.122, 0.031], [1.055, -1.273, -0.607], [1.677, -0.150, 1.394], [-0.442, 0.676, -0.852], [-2.046, 0.391, -1.744]], "mulliken_charge": [0.310, -0.163, 0.294, 0.267, 0.238, 0.118, -0.116, -0.631, 0.299, 0.326, 0.273, -1.130, 0.383, 0.312, 0.307, 0.403, -1.174, -0.258, 0.369, -0.427], "homo_ev": -7.54, "charge": 0, "spin_multiplicity": 1, "molar_mass_g_mol": 103.16}

=====

{"formula": "C5H13NO", "method": "ωB97M-V with the def2-TZVPD basis set", "elements": ["H", "C", "H", "H", "H", "C", "H", "H", "N", "H", "C", "H", "C", "O", "H", "H", "H", "H", "C", "H"], "positions_angstrom": [[-1.35649, 1.30306, 1.22122], [-0.88381, 0.80659, 2.04833], [1.74275, -0.73012, 0.52372], [1.49585, -1.17095, -1.91107], [0.99176, 1.45774, 1.25075], [0.56781, 0.53924, 1.66996], [-0.81098, 0.16349, -0.87866], [-0.11721, -0.24578, -3.64975], [0.49709, -1.15973, -1.74157], [-1.36763, -0.09143, 2.42988], [-0.23967, -1.11721, -2.99902], [-1.31502, -1.15510, -2.79837], [0.25787, -0.05531, -0.79916], [-0.90459, 1.72066, 3.15502], [0.01591, -2.07643, -3.44323], [1.12294, 0.35500, 2.59015], [0.78385, 0.85324, -1.11675], [0.15727, -1.43788, 0.89060], [0.66691, -0.53267, 0.56579], [-1.30462, 2.57360, 2.99215]], "forces_ev_per_angstrom": [[-0.745, -0.377, -0.546], [0.893, 1.154, 0.918], [-0.043, -0.515, -0.195], [-0.034, -0.277, -0.214], [-0.052, 0.128, 0.164], [-0.676, 0.274, -0.576], [-0.033, 0.070, 0.270], [0.510, -0.053, -0.121], [0.064, 0.744, 0.199], [-0.233, -0.145, -0.555], [-0.273, -0.549, 0.685], [0.065, -0.081, 0.213], [-0.740, -0.747, -0.927], [0.294, -0.187, 0.767], [-0.091, 0.271, -0.815], [0.074, -0.484, -0.148], [0.081, 0.136, 0.295], [-0.081, -0.114, -0.354], [1.153, 0.835, 1.446], [-0.136, -0.083, -0.506]], "mulliken_charge": [0.316, -0.385, 0.249, 0.230, 0.218, -0.607, 0.387, 0.296, -0.331, 0.233, -0.907, 0.318, -0.600, -0.551, 0.341, 0.381, 0.232, 0.268, -0.396, 0.307], "homo_ev": -8.88, "charge": 0, "spin_multiplicity": 1, "molar_mass_g_mol": 103.16}

=====

LUMO? In order: 0.83; 0.77; 1.00 eV.
Energy relative to the best compared isomer or geometry (same formula, charge and spin)? In order: 46.9; 52.8; 33.8 kcal/mol.
Frontier orbital gap? In order: 9.364; 8.312; 9.878 eV.